Density functional theory data (the ωB97M-V functional and the def2-TZVPD basis) for a single C5H10O2 molecule.

Element x y z (Å)
1 C 2.3777 0.5528 0.2937
2 O 1.1504 0.5268 -0.4297
3 C 0.4108 -0.5787 -0.0039
4 C -0.2860 -0.3171 1.3046
5 C -1.0856 -0.5673 0.0592
6 C -1.9001 0.4326 -0.7064
7 O -2.1278 -0.0582 -2.0162
8 H 3.2108 0.3444 -0.3837
9 H 2.3879 -0.2028 1.0901
10 H 2.5304 1.5303 0.7636
11 H 0.8477 -1.5202 -0.3368
12 H -0.2875 -1.0079 2.1397
13 H -0.2015 0.7339 1.5838
14 H -1.4988 -1.5745 0.0130
15 H -2.8905 0.5742 -0.2649
16 H -1.3779 1.3992 -0.7186
17 H -1.2600 -0.2676 -2.3874

## Properties
HOMO-LUMO gap ... 10.75 eV
LUMO ... 1.023 eV
DFT total energy ... -9440.1708 eV
ΔE to the lowest compared entry with this formula, charge and spin ... 66.2 kcal/mol

Density functional theory data (the ωB97M-V functional and the def2-TZVPD basis) for a single C5H10O2 molecule.

Element x y z (Å)
1 O 0.8175 1.4648 0.4527
2 C -0.2595 1.5660 -0.4654
3 C -0.4220 0.2408 -1.2338
4 C 0.0174 -0.9192 -0.3329
5 C 1.3515 -0.5754 0.2497
6 O -0.0131 -0.2478 1.8733
7 C -0.7538 -1.0458 0.9932
8 H 0.3792 0.9378 1.2722
9 H -0.0617 2.3966 -1.1511
10 H -1.1814 1.7987 0.0844
11 H 0.2046 0.2467 -2.1351
12 H -1.4579 0.1048 -1.5609
13 H 0.0910 -1.8355 -0.9440
14 H 2.1023 -0.0947 -0.3649
15 H 1.7561 -1.2066 1.0320
16 H -0.7621 -2.0979 1.3279
17 H -1.8082 -0.7334 0.9027

## Properties
HOMO-LUMO gap ... 8.44 eV
LUMO ... -0.334 eV
DFT total energy ... -9438.0352 eV
ΔE to the lowest compared entry with this formula, charge and spin ... 115.5 kcal/mol

Density functional theory data (the ωB97M-V functional and the def2-TZVPD basis) for 2 unconnected molecules or ions with the total composition C5H10O2.

Element x y z (Å)
1 C -1.6287 0.3271 2.4629
2 C -0.9684 -0.2013 1.2024
3 C 0.2799 0.1474 0.8921
4 C 0.9961 -0.2312 -0.3541
5 C 0.6908 -1.3198 -1.0469
6 O 1.4772 -1.8899 -2.0089
7 H -2.6855 0.0798 2.4441
8 H -1.2053 -0.0588 3.3924
9 H -1.5444 1.4111 2.5115
10 H -1.5706 -0.9163 0.6544
11 H 0.8186 0.8060 1.5629
12 H 1.8475 0.3744 -0.5456
13 H -0.2131 -1.9033 -0.9559
14 H 2.2729 -1.3586 -2.0982
15 O -0.4501 2.5378 -1.1367
16 H -0.4408 1.6808 -0.6970
17 H -0.9151 3.1661 -0.5737

## Properties
HOMO-LUMO gap ... 9.21 eV
LUMO ... 0.904 eV
DFT total energy ... -9440.6396 eV
ΔE to the lowest compared entry with this formula, charge and spin ... 55.4 kcal/mol

Density functional theory data (the ωB97M-V functional and the def2-TZVPD basis) for 2 unconnected molecules or ions with the total composition C5H10O2.

Element x y z (Å)
1 C -0.2679 -1.5167 -1.4878
2 O 0.2560 -0.3513 -0.8959
3 C -0.7384 0.4679 -0.3387
4 C -1.3047 0.1580 1.0197
5 C -0.3981 1.3218 0.8218
6 C 2.1109 0.4155 1.2186
7 O 2.5446 0.8935 0.1007
8 H -0.9360 -1.2765 -2.3238
9 H -0.8212 -2.1063 -0.7482
10 H 0.5734 -2.0945 -1.8726
11 H -1.4126 0.8676 -1.0977
12 H -2.3606 0.3295 1.2070
13 H -0.8940 -0.7024 1.5379
14 H -0.7876 2.3354 0.8493
15 H 0.7460 1.4257 1.4191
16 H 1.5804 -0.5366 1.2001
17 H 2.1098 0.3696 -0.6096

## Properties
HOMO-LUMO gap ... 8.64 eV
LUMO ... 0.772 eV
DFT total energy ... -9436.6048 eV
ΔE to the lowest compared entry with this formula, charge and spin ... 148.5 kcal/mol

Density functional theory data (the ωB97M-V functional and the def2-TZVPD basis) for a single C5H10O2 molecule.

Element x y z (Å)
1 C -1.1983 -0.8832 1.8593
2 O -0.5277 -0.8580 0.6206
3 C -0.5033 0.4176 0.0328
4 C 0.5313 1.3468 0.6008
5 O 1.3311 1.3208 -0.7403
6 C 0.3153 0.4612 -1.2718
7 C 0.9250 -0.8293 -1.7499
8 H -0.6961 -0.2607 2.6162
9 H -2.2382 -0.5354 1.7613
10 H -1.1996 -1.9180 2.2098
11 H -1.5154 0.8282 -0.0496
12 H 1.1377 0.9694 1.4339
13 H 0.6323 2.4273 0.3750
14 H -0.2329 0.9579 -2.0838
15 H 0.1491 -1.5085 -2.1084
16 H 1.6214 -0.6183 -2.5687
17 H 1.4684 -1.3179 -0.9372

## Properties
HOMO-LUMO gap ... 10.31 eV
LUMO ... 0.988 eV
DFT total energy ... -9439.4472 eV
ΔE to the lowest compared entry with this formula, charge and spin ... 82.9 kcal/mol

Density functional theory data (the ωB97M-V functional and the def2-TZVPD basis) for 2 unconnected molecules or ions with the total composition C5H10O2.

Element x y z (Å)
1 O -0.6559 -1.0196 0.8698
2 C 0.5789 -0.4311 1.2375
3 C 0.4421 0.8427 2.0194
4 C 1.1912 1.5466 1.1701
5 C 1.3584 0.4195 0.1719
6 H -0.4731 -1.9000 0.5179
7 H 1.2165 -1.1726 1.7380
8 H -0.0419 1.0373 2.9725
9 H 1.5982 2.5546 1.1966
10 H 2.3855 0.1081 -0.0537
11 H 0.7981 0.5561 -0.7592
12 C -1.4022 -0.6394 -2.1236
13 O -1.3878 0.6030 -1.4624
14 H -2.2861 -1.2446 -1.8721
15 H -0.5056 -1.2478 -1.9165
16 H -1.4248 -0.4282 -3.1952
17 H -1.3915 0.4154 -0.5110

## Properties
HOMO-LUMO gap ... 10.50 eV
LUMO ... 0.759 eV
DFT total energy ... -9439.8839 eV
ΔE to the lowest compared entry with this formula, charge and spin ... 72.8 kcal/mol

Density functional theory data (the ωB97M-V functional and the def2-TZVPD basis) for a single C5H10O2 molecule.

Element x y z (Å)
1 C 0.3354 2.1266 0.1918
2 C -0.4779 0.8664 -0.0355
3 C 0.6313 -0.6126 -0.3190
4 C -0.2445 -1.4923 -1.2141
5 O -1.4285 -1.8975 -0.5635
6 C -0.0725 -0.2524 1.3188
7 O -1.1712 0.5497 1.1795
8 H 1.0441 2.2944 -0.6255
9 H -0.4050 2.9351 0.1610
10 H 0.8610 2.2117 1.1542
11 H 1.3666 -1.2345 0.2264
12 H 1.2705 0.0525 -0.9079
13 H 0.2855 -2.4135 -1.4821
14 H -0.4715 -0.9333 -2.1313
15 H -1.9293 -1.0821 -0.4022
16 H 0.7456 0.1659 1.9094
17 H -0.3397 -1.2840 1.5402

## Properties
HOMO-LUMO gap ... 8.96 eV
LUMO ... 0.899 eV
DFT total energy ... -9436.5566 eV
ΔE to the lowest compared entry with this formula, charge and spin ... 149.6 kcal/mol

Density functional theory data (the ωB97M-V functional and the def2-TZVPD basis) for a single C5H10O2 molecule.

Element x y z (Å)
1 C -2.4591 -0.3444 -0.0549
2 C -1.0841 -0.0090 -0.6400
3 C 0.1575 -0.1905 0.2450
4 O 0.8015 -1.4050 -0.1947
5 C 1.1681 0.9655 0.1950
6 C 2.4736 0.3920 0.6876
7 O 3.4355 0.2033 -0.0182
8 H -3.1394 -0.6172 -0.8699
9 H -2.4012 -1.2105 0.6139
10 H -2.9335 0.4773 0.4963
11 H -0.8148 -0.7886 -1.3500
12 H -1.0990 0.9525 -1.1679
13 H -0.1102 -0.4043 1.2874
14 H 1.3807 -1.2330 -0.9575
15 H 0.8543 1.8196 0.8122
16 H 1.3017 1.3187 -0.8345
17 H 2.4684 0.0736 1.7502

## Properties
HOMO-LUMO gap ... 10.91 eV
LUMO ... 1.008 eV
DFT total energy ... -9441.3168 eV
ΔE to the lowest compared entry with this formula, charge and spin ... 39.8 kcal/mol

Density functional theory data (the ωB97M-V functional and the def2-TZVPD basis) for a single C5H10O2 molecule.

Element x y z (Å)
1 C 2.2597 -0.6255 0.7931
2 O 0.9272 -0.8982 0.4487
3 C 0.5495 -0.1139 -0.6437
4 C -0.9300 -0.1635 -0.9105
5 C -1.9221 -0.5656 0.1489
6 C -1.6909 0.8840 -0.0901
7 O -0.9427 1.6247 0.8152
8 H 2.9402 -0.8681 -0.0380
9 H 2.5113 -1.2337 1.6619
10 H 2.3871 0.4417 1.0420
11 H 0.8334 0.9634 -0.4091
12 H 1.1533 -0.3402 -1.5334
13 H -1.2146 -0.2685 -1.9557
14 H -2.8665 -0.9763 -0.1977
15 H -1.5274 -0.9987 1.0606
16 H -2.4319 1.4596 -0.6398
17 H -0.0356 1.6788 0.4474

## Properties
HOMO-LUMO gap ... 10.78 eV
LUMO ... 0.930 eV
DFT total energy ... -9440.0632 eV
ΔE to the lowest compared entry with this formula, charge and spin ... 68.7 kcal/mol

Density functional theory data (the ωB97M-V functional and the def2-TZVPD basis) for a single C5H10O2 molecule.

Element x y z (Å)
1 C -2.3197 -0.5262 -0.0304
2 C -0.8994 -0.8464 0.1446
3 O 0.0008 0.8886 -1.0812
4 C -0.0023 -0.0314 1.0283
5 C 0.9524 0.4427 -0.0958
6 C 1.7721 -0.6908 -0.6876
7 O 1.8424 1.4640 0.2291
8 H -2.7549 0.4352 0.2968
9 H -2.6349 -0.7621 -1.0542
10 H -2.7504 -1.3351 0.5852
11 H -0.6030 1.4998 -0.6247
12 H -0.3973 0.8614 1.5624
13 H 0.5011 -0.6766 1.7582
14 H 2.6093 -0.9238 -0.0229
15 H 1.1326 -1.5668 -0.7952
16 H 2.1622 -0.3905 -1.6622
17 H 1.3440 2.2555 0.4697

## Properties
HOMO-LUMO gap ... 8.57 eV
LUMO ... 0.615 eV
DFT total energy ... -9438.3011 eV
ΔE to the lowest compared entry with this formula, charge and spin ... 109.4 kcal/mol

Density functional theory data (the ωB97M-V functional and the def2-TZVPD basis) for 2 unconnected molecules or ions with the total composition C5H10O2.

Element x y z (Å)
1 C 0.8034 -1.3794 -1.8813
2 C 1.8474 -0.6786 -1.1908
3 C 1.6578 0.5566 -0.4580
4 C 0.4610 1.0657 0.0223
5 C -0.0380 2.4530 0.2399
6 O -0.4528 0.1549 0.4930
7 H 0.9254 -2.4598 -2.0861
8 H -0.0888 -0.9802 -2.2619
9 H 2.6736 -1.2885 -0.9595
10 H 2.5244 0.7640 0.1357
11 H 0.5008 2.9225 1.0143
12 H -1.0313 2.4589 0.6185
13 H 0.1427 3.0316 -0.6104
14 H 0.0212 -0.7356 0.4128
15 O -3.2680 -1.7875 2.5053
16 H -2.8884 -1.4733 1.7169
17 H -3.7903 -2.6240 2.2892

## Properties
HOMO-LUMO gap ... 7.61 eV
LUMO ... 0.247 eV
DFT total energy ... -9438.8474 eV
ΔE to the lowest compared entry with this formula, charge and spin ... 96.8 kcal/mol

Density functional theory data (the ωB97M-V functional and the def2-TZVPD basis) for a molecular structure, C5H10O2.

Element x y z (Å)
1 C -1.0591 0.5557 1.7872
2 C -0.3249 -0.3691 0.8585
3 O -1.3775 -0.1482 -1.1375
4 C -0.3204 -0.1820 -1.9064
5 C 1.0715 -0.7403 -1.0705
6 C 0.8464 -0.0120 0.1513
7 O 1.4253 1.1897 0.2922
8 H -1.5740 0.0075 2.5799
9 H -1.8009 1.0735 1.1725
10 H -0.4010 1.2906 2.2662
11 H -0.7485 -1.3305 0.6027
12 H 0.0321 0.7993 -2.3047
13 H -0.3507 -0.8992 -2.7568
14 H 0.9584 -1.8199 -0.9598
15 H 1.9967 -0.4860 -1.5882
16 H 0.8331 -0.7533 1.3481
17 H 0.7935 1.8241 0.6654

## Properties
HOMO-LUMO gap ... 8.34 eV
LUMO ... 0.498 eV
DFT total energy ... -9438.0892 eV
ΔE to the lowest compared entry with this formula, charge and spin ... 114.2 kcal/mol

Density functional theory data (the ωB97M-V functional and the def2-TZVPD basis) for a single C5H10O2 molecule.

Element x y z (Å)
1 O -1.9004 -0.0076 -0.2123
2 C -1.5233 0.3283 -1.7081
3 C -0.2339 0.5073 -0.0804
4 C 0.0275 -0.0916 1.3429
5 C 1.4766 -0.5888 1.2941
6 O 1.7558 -0.8197 -0.0717
7 C 1.0929 0.1835 -0.8062
8 H -1.9356 -0.9723 -0.1239
9 H -1.7695 -0.5922 -2.2594
10 H -2.2701 1.0837 -1.9796
11 H -0.4397 1.5698 -0.0515
12 H -0.1355 0.6706 2.1105
13 H -0.6479 -0.9209 1.5685
14 H 1.6183 -1.5373 1.8199
15 H 2.1751 0.1506 1.7181
16 H 0.9801 -0.1497 -1.8304
17 H 1.6744 1.1279 -0.7938

## Properties
HOMO-LUMO gap ... 7.63 eV
LUMO ... 0.727 eV
DFT total energy ... -9435.8342 eV
ΔE to the lowest compared entry with this formula, charge and spin ... 166.2 kcal/mol

Density functional theory data (the ωB97M-V functional and the def2-TZVPD basis) for a single C5H10O2 molecule.

Element x y z (Å)
1 O -1.1415 1.8530 1.3582
2 C -1.1547 1.2098 0.0978
3 C 0.1955 0.5529 -0.1054
4 C 0.5134 -0.5548 0.9206
5 C 1.0722 -1.7051 0.0573
6 O 1.3297 -1.1581 -1.2252
7 C 0.3247 -0.1920 -1.4383
8 H -2.0053 2.2586 1.4953
9 H -1.9413 0.4373 0.0515
10 H -1.3493 1.9281 -0.7161
11 H 0.9664 1.3297 -0.0564
12 H 1.2352 -0.2069 1.6627
13 H -0.3869 -0.8605 1.4641
14 H 0.3381 -2.5230 -0.0260
15 H 2.0066 -2.1277 0.4350
16 H -0.6323 -0.6808 -1.6985
17 H 0.6296 0.4396 -2.2765

## Properties
HOMO-LUMO gap ... 10.65 eV
LUMO ... 0.881 eV
DFT total energy ... -9441.5237 eV
ΔE to the lowest compared entry with this formula, charge and spin ... 35.0 kcal/mol